Computed, not measured: C21H48Br9O12P3 as an isolated structure in a non-equilibrium geometry, with ωB97M-V with the def2-TZVPD basis set.

For the LUMO energy, the calculation gives -0.313 eV. The calculated total energy is -705345.61610 eV. As for the net charge: 0. For the HOMO energy, the calculation gives -5.07 eV. Its maximum force is 15.5 eV Å⁻¹.

Element x y z (Å)
C (0.980, 1.463, 0.440)
Br (-0.254, -0.028, 0.175)
Br (0.185, 3.062, -0.503)
Br (2.900, 1.148, 0.069)
H (0.784, 1.773, 1.467)
C (-0.503, 2.360, 2.794)
Br (0.719, 3.757, 3.391)
Br (-1.623, 2.999, 1.282)
Br (-1.675, 1.919, 4.385)
H (0.066, 1.481, 2.490)
C (5.154, 2.189, -0.373)
Br (6.786, 1.137, -0.865)
Br (5.139, 3.956, -1.265)
Br (5.031, 2.562, 1.629)
H (4.286, 1.609, -0.687)
C (-5.308, -0.202, -4.988)
C (-5.790, -0.617, -3.556)
O (-4.767, -0.400, -2.589)
P (-4.118, -1.632, -1.739)
O (-3.161, -2.503, -2.501)
O (-5.351, -2.412, -1.061)
C (-6.425, -1.738, -0.342)
C (-7.520, -2.696, 0.328)
O (-3.548, -0.900, -0.399)
C (-2.160, -0.540, -0.285)
C (-1.951, 0.939, -0.321)
H (-4.852, 0.788, -4.998)
H (-4.659, -0.979, -5.391)
H (-6.161, -0.208, -5.667)
H (-6.490, 0.204, -3.404)
H (-6.325, -1.557, -3.419)
H (-6.014, -1.147, 0.476)
H (-6.729, -1.054, -1.134)
H (-8.197, -2.005, 0.831)
H (-8.025, -3.180, -0.508)
H (-7.109, -3.457, 0.991)
H (-1.922, -1.095, 0.623)
H (-1.555, -1.053, -1.032)
H (-2.264, 1.404, 0.614)
H (-0.882, 1.105, -0.456)
H (-2.369, 1.484, -1.167)
C (0.392, -2.702, -0.917)
C (1.520, -1.696, -1.204)
O (1.047, -0.494, -1.613)
P (1.954, 0.617, -2.387)
O (3.417, 0.601, -2.160)
O (1.302, 2.112, -1.994)
C (1.857, 3.313, -2.530)
C (3.353, 3.479, -2.224)
O (1.527, 0.462, -3.887)
C (2.538, 0.247, -4.842)
C (2.155, -1.068, -5.476)
H (-0.295, -2.659, -1.762)
H (0.775, -3.723, -0.925)
H (-0.068, -2.383, 0.018)
H (2.216, -1.630, -0.367)
H (2.103, -2.254, -1.936)
H (1.739, 3.367, -3.612)
H (1.383, 4.241, -2.208)
H (3.614, 4.537, -2.212)
H (3.689, 3.172, -1.233)
H (4.001, 2.877, -2.861)
H (2.694, 1.062, -5.549)
H (3.525, 0.137, -4.392)
H (1.209, -0.933, -6.001)
H (2.807, -1.494, -6.238)
H (2.061, -1.796, -4.669)
C (3.546, 2.630, 3.928)
C (2.611, 1.905, 3.010)
O (2.381, 0.749, 3.802)
P (1.510, -0.458, 3.060)
O (1.052, -0.235, 1.679)
O (2.467, -1.745, 3.241)
C (2.594, -2.544, 4.404)
C (3.872, -2.324, 5.088)
O (0.281, -0.734, 4.091)
C (-0.689, -1.766, 4.066)
C (-1.888, -1.462, 3.199)
H (4.467, 2.049, 3.984)
H (3.946, 3.572, 3.551)
H (3.185, 2.752, 4.949)
H (1.674, 2.406, 2.766)
H (3.069, 1.437, 2.138)
H (1.779, -2.336, 5.098)
H (2.475, -3.622, 4.295)
H (3.831, -2.768, 6.083)
H (4.812, -2.657, 4.647)
H (3.954, -1.257, 5.294)
H (-0.222, -2.631, 3.595)
H (-0.959, -2.112, 5.064)
H (-2.443, -0.534, 3.340)
H (-1.542, -1.364, 2.170)
H (-2.599, -2.281, 3.306)